A 10-piece molecular cluster, C21H56B2F14N7O7P overall in a non-equilibrium geometry. Source: OMol25; level of theory: wB97M-V/def2-TZVPD.

Last column: Löwdin charge in e.
Atoms and positions in Å:
C 11.3387 16.3845 -20.4489  0.032
C 11.8086 17.7399 -19.9514  -0.378
O 12.9440 18.0129 -19.7167  0.209
N 10.7699 18.7860 -19.5903  0.107
H 9.8507 18.3537 -19.5540  0.162
H 10.9302 19.1540 -18.6534  0.190
C 10.7599 19.9424 -20.6263  0.065
H 11.3360 16.4317 -21.5399  0.083
H 10.3494 15.9872 -20.2280  0.078
H 12.1389 15.7399 -20.0907  0.097
H 10.0244 20.6595 -20.2697  0.111
H 10.5091 19.5392 -21.6040  0.089
H 11.7662 20.3539 -20.6672  0.114
C 11.5470 12.8653 -24.0794  0.035
C 12.3696 13.4199 -22.9127  -0.325
O 12.7434 14.5607 -22.7472  0.140
N 13.1133 12.3420 -22.1458  0.108
H 12.6394 11.5306 -22.5378  0.088
H 14.0984 12.3624 -22.4001  0.198
C 12.9500 12.3352 -20.6234  0.044
H 11.2044 13.6793 -24.7215  0.083
H 10.7106 12.1908 -23.9064  0.080
H 12.1598 12.4211 -24.8696  0.120
H 11.8934 12.2625 -20.3791  0.085
H 13.4350 13.2029 -20.1825  0.099
H 13.4247 11.4334 -20.2394  0.108
C 6.4925 17.9592 -23.1418  0.038
C 7.8245 17.2625 -23.2690  -0.371
O 8.7476 17.5765 -22.5756  0.152
N 7.9522 16.2513 -24.3923  0.098
H 8.0384 15.3535 -23.8979  0.109
H 7.1637 16.0291 -24.9945  0.180
C 9.2366 16.4541 -25.2369  0.075
H 6.2668 18.6891 -23.9205  0.115
H 6.3622 18.5064 -22.2095  0.104
H 5.7402 17.1680 -23.1027  0.088
H 10.0523 16.2942 -24.5368  0.098
H 9.1169 17.4509 -25.6546  0.114
H 9.2470 15.7157 -26.0355  0.108
C 2.7377 11.9978 -23.7532  0.025
C 2.0150 13.0088 -22.8865  -0.393
O 1.0320 13.6350 -23.1140  0.212
N 2.5786 13.0525 -21.4707  0.117
H 1.8021 13.3761 -20.8933  0.190
H 2.8466 12.1706 -21.0391  0.132
C 3.7108 14.0881 -21.5553  0.040
H 3.8084 12.1911 -23.7660  0.067
H 2.2864 12.1643 -24.7295  0.095
H 2.5397 11.0134 -23.3312  0.108
H 3.2106 15.0463 -21.6777  0.111
H 4.3635 13.8402 -22.3885  0.082
H 4.3122 14.0494 -20.6498  0.102
C 6.4821 11.6017 -27.6176  0.035
C 5.1180 11.1502 -27.1985  -0.392
O 4.7651 11.1931 -26.0550  0.150
N 4.1308 10.9323 -28.3094  0.125
H 4.6578 10.6089 -29.1204  0.186
H 3.4866 10.1816 -28.0612  0.197
C 3.4699 12.2943 -28.6096  0.064
H 7.0675 10.8216 -28.1134  0.115
H 7.1201 11.7216 -26.7422  0.095
H 6.4923 12.4952 -28.2410  0.104
H 4.1759 13.0621 -28.9217  0.109
H 2.9819 12.5880 -27.6837  0.103
H 2.7797 12.2193 -29.4484  0.120
C 6.6763 9.1391 -23.6463  0.053
C 5.2779 8.5838 -23.5151  -0.376
O 4.4331 8.6345 -24.3467  0.160
N 5.0348 7.6958 -22.3048  0.100
H 5.4860 6.7799 -22.3010  0.200
H 5.5247 8.0665 -21.4894  0.131
C 3.5678 7.6207 -21.8790  0.058
H 7.1055 9.3476 -22.6658  0.076
H 6.7069 10.0729 -24.2013  0.087
H 7.2689 8.3200 -24.0591  0.122
H 3.2517 8.5940 -21.5131  0.088
H 3.5178 6.8689 -21.0939  0.120
H 2.9883 7.2897 -22.7371  0.105
C 8.0522 13.8567 -18.9891  0.019
C 8.5830 12.4932 -18.8092  -0.378
O 9.3914 12.2408 -17.9565  0.187
N 8.0835 11.4805 -19.7984  0.106
H 7.0580 11.5356 -19.6928  0.118
H 8.3061 11.8010 -20.7486  0.125
C 8.5851 10.0727 -19.6256  0.028
H 8.3753 14.5381 -18.2042  0.104
H 6.9675 13.8892 -18.8491  0.099
H 8.2036 14.2640 -19.9891  0.067
H 9.6667 10.0129 -19.7239  0.085
H 8.0983 9.4216 -20.3457  0.079
H 8.3021 9.7958 -18.6114  0.119
P 11.5190 9.0091 -22.1142  0.202
F 11.9092 7.4621 -22.3733  -0.127
F 10.2039 8.4473 -21.3157  -0.186
F 12.3918 9.0506 -20.7774  -0.125
F 10.9315 10.5010 -21.7237  -0.204
F 12.8041 9.6385 -22.9706  -0.174
F 10.6778 8.9834 -23.4792  -0.156
B 8.3039 13.3615 -22.7728  -1.301
F 8.0815 13.4622 -24.1138  0.164
F 7.1749 13.5655 -21.9200  0.093
F 8.8378 12.1133 -22.4459  0.129
F 9.2140 14.3907 -22.4532  0.108
B 4.8214 10.7281 -20.4321  -1.258
F 5.3770 11.6996 -19.5918  0.134
F 5.6788 9.6174 -20.5772  0.118
F 3.5534 10.4648 -19.9012  0.144
F 4.6508 11.2210 -21.7277  0.122

Atoms 1-3, force components in eV/Å:
0.3 0.7 -0.5
1.1 -0.8 1.1
-1.2 0.1 -0.5

Values from the calculation:
LUMO: -9.4 eV
spin multiplicity: 1
charge: +4
HOMO-LUMO gap: 9.5 eV
HOMO: -18.893 eV

---

A 2-piece molecular cluster, C7H8N4O overall in a non-equilibrium geometry. Source: OMol25; level of theory: wB97M-V/def2-TZVPD.

Last column: Löwdin charge in e.
Atoms and positions in Å:
C 2.3652 2.7670 -0.3283  -0.034
C 1.3999 1.4908 -0.6451  -0.413
C 1.2959 -0.6695 -1.1590  -0.062
C 0.0284 -0.8739 -0.4359  -0.078
C -0.8876 -2.1544 -0.2271  -0.172
C -2.1910 -0.8573 1.5554  -0.533
C -0.5083 0.4612 -0.0610  -0.192
H 1.6618 2.6573 0.9467  0.190
H 2.2373 3.5858 -0.9784  -0.008
H 3.6627 2.7937 -0.3485  0.134
H 1.7762 -1.6071 -1.5619  0.115
H -0.3409 -3.0815 -0.3953  0.106
H -1.7937 -2.0176 -1.0249  0.158
H -2.3909 -2.7819 0.7683  0.197
H -2.2149 0.9701 1.1064  0.061
N 1.9691 0.5275 -1.4368  0.103
N -1.5390 -2.0712 1.0955  0.007
N -1.7173 0.2574 0.8181  0.185
N 0.1809 1.5388 -0.1047  0.119
O -2.9941 -0.9356 2.4166  0.119

Atoms 1-3, force components in eV/Å:
-0.4 -3.0 3.8
3.5 1.5 -2.8
-1.4 -1.5 -0.2

Values from the calculation:
LUMO: 0.0 eV
spin multiplicity: 1
HOMO-LUMO gap: 9.4 eV
HOMO: -9.328 eV

---

C23H42N3NiO5P3Si as an isolated structure in a non-equilibrium geometry. Source: OMol25; level of theory: wB97M-V/def2-TZVPD.

Last column: Löwdin charge in e.
Atoms and positions in Å:
C 1.0688 4.3235 1.9615  -0.132
C -0.4712 4.0926 1.5695  -0.247
C -1.0118 2.6070 1.9661  -0.188
C -1.9628 2.1448 0.7681  -0.228
N -2.4958 0.7240 0.9314  0.001
C -2.0595 0.0336 -0.3118  -0.075
C -2.7041 0.3719 -1.6909  -0.097
C -3.8764 1.4401 -1.8893  -0.105
C -5.2592 0.6301 -1.6456  -0.374
C -6.0659 1.1975 -0.3793  -0.054
O -6.1442 0.7371 -2.8104  -0.085
C -2.1721 -0.4155 -2.9479  -0.314
P -2.9074 -0.1465 -4.6645  0.906
P -1.5811 1.0080 -5.9528  0.442
O -1.2128 0.0888 -7.1505  -0.344
O -2.3145 2.3891 -6.6139  -0.175
O -0.1240 1.4612 -5.1809  -0.206
C -0.9927 -1.4582 -2.7705  0.007
C -0.3387 -1.7945 -1.3673  -0.139
N 0.7120 -2.7533 -1.3906  0.166
C 1.1360 -2.9504 -0.0475  -0.175
C 2.3406 -4.0012 0.1649  -0.108
C 3.7247 -3.2265 0.5188  -0.270
O 4.1308 -2.2855 -0.4761  -0.220
Si 4.2394 -0.6519 0.0605  0.471
C 4.8222 -0.3867 1.8574  -0.186
C 2.6573 0.4090 -0.2659  -0.172
C 5.6062 0.1691 -1.0501  -0.184
C 0.5835 -2.2774 1.2182  -0.295
P 1.2143 -2.6815 2.9701  1.168
C 0.0650 -4.0308 3.6703  -0.204
C 1.1348 -1.1652 4.0848  -0.338
C 2.4306 -1.2606 5.0809  -0.141
N -0.4444 -1.2928 1.1595  0.111
C -0.9150 -1.0469 -0.1532  -0.100
H 1.7685 3.9954 1.1144  0.069
H 1.2470 5.4544 2.0789  0.082
H 1.3709 3.8357 2.9484  0.073
H -0.5368 4.1388 0.4199  0.099
H -1.1676 4.8990 2.0051  0.119
H -1.6412 2.7478 2.9116  0.116
H -0.1402 1.8876 2.1704  0.096
H -1.3316 2.2236 -0.1934  0.122
H -2.8250 2.8997 0.6549  0.130
H -3.5225 0.7966 0.9352  0.083
H -3.8241 1.9493 -2.9027  0.104
H -3.8598 2.2666 -1.1020  0.100
H -5.0532 -0.4768 -1.4374  0.147
H -7.1877 0.9478 -0.4429  0.103
H -6.0009 2.3365 -0.3140  0.094
H -5.6666 0.7570 0.6095  0.083
H -6.5784 -0.1334 -2.9136  0.106
H -4.0855 0.6722 -4.5072  -0.009
H -1.8929 3.2092 -6.2747  0.092
H 0.5257 1.5584 -5.9174  0.098
H -0.5934 -2.0272 -3.6897  0.069
H 2.4939 -4.6552 -0.7691  0.137
H 2.0956 -4.7164 1.0308  0.112
H 4.5222 -4.0601 0.5414  0.149
H 3.6024 -2.8315 1.5792  0.068
H 3.9411 -0.6896 2.5475  0.004
H 5.7158 -1.0218 2.1787  0.065
H 4.9820 0.7331 2.0706  0.071
H 2.7263 1.3648 0.3788  0.046
H 1.6814 -0.1231 -0.0282  -0.010
H 2.6618 0.7940 -1.3532  0.056
H 5.6538 -0.3895 -2.0425  0.043
H 5.4590 1.2948 -1.1528  0.049
H 6.5965 -0.0777 -0.5099  0.051
H 0.0879 -4.0296 4.8102  0.076
H -0.9920 -3.7954 3.3152  0.081
H 0.3424 -5.0757 3.3131  0.068
H 0.1938 -1.2138 4.7279  0.109
H 1.1673 -0.2473 3.4096  0.083
H 2.0823 -1.2049 6.1629  0.091
H 3.0272 -2.2230 4.8941  0.069
H 3.1404 -0.3958 4.8499  0.082
Ni -0.9978 -1.3764 -5.3306  0.408

Atoms 1-3, force components in eV/Å:
-0.2 1.0 -0.1
0.3 -0.8 -0.4
-0.6 1.3 -0.1

Values from the calculation:
LUMO (spin up / spin down): -7.1 / -9.0 eV
spin multiplicity: 3
charge: +2
HOMO-LUMO gap (spin up / spin down): 6.9 / 5.0 eV
<S²>: 2.008
HOMO (spin up / spin down): -13.984 / -13.970 eV

---

An isolated ion of composition C4H8N and charge +1 in a non-equilibrium geometry. Source: OMol25; level of theory: wB97M-V/def2-TZVPD.

Last column: Löwdin charge in e.
Atoms and positions in Å:
C 0.9508 1.0758 -0.4128  0.029
C 0.7530 -1.1620 -0.2436  0.027
C 1.1026 0.0539 0.6725  -0.111
C -1.5753 0.0670 0.1057  0.040
N -0.1528 0.0249 -0.2291  -0.147
H 0.7533 2.2274 -0.1429  0.190
H 1.4683 0.9871 -1.3377  0.130
H 1.3665 -1.5140 -1.1146  0.173
H 0.2225 -2.0049 0.3650  0.166
H 0.9980 0.0713 1.7619  0.139
H -2.1742 0.7494 -0.5907  0.156
H -1.9618 -0.8723 -0.0262  0.067
H -1.7509 0.2964 1.1925  0.141

Atoms 1-3, force components in eV/Å:
-3.3 3.2 4.0
-4.2 -1.5 3.5
10.1 0.0 4.1

Values from the calculation:
LUMO (spin up / spin down): -2.9 / -9.1 eV
spin multiplicity: 3
charge: +1
HOMO-LUMO gap (spin up / spin down): 7.0 / 8.2 eV
<S²>: 2.005
HOMO (spin up / spin down): -9.954 / -17.321 eV

---

Number 1: calculated total energy -96116.2493 eV. Number 2: calculated total energy -15391.8865 eV. Number 3: calculated total energy -116004.8421 eV. Number 4: calculated total energy -5751.1993 eV.